Formula: C19H39O34PS8
Source: the Open Molecules 2025 dataset
Level of theory: the ωB97M-V functional and the def2-TZVPD basis

```
101
Properties=species:S:1:pos:R:3
C -5.1982 4.5504 3.2669
C -4.9115 3.3232 2.3318
O -6.1456 2.6434 1.9891
C -4.1542 3.7441 1.0262
C -2.7285 3.1336 0.9030
O -1.6119 4.0556 1.0902
S -0.6548 3.9878 -0.2347
O -0.8339 5.2735 -0.8433
O 0.7216 3.6609 -0.0455
O -1.3949 2.8292 -1.1056
C -2.4393 2.1883 -0.2994
P -1.6301 0.5821 0.2950
O -2.2165 0.1032 1.5986
H -4.5917 5.4199 2.9260
H -6.2710 4.8300 3.2950
H -4.8695 4.3244 4.3132
H -4.3388 2.6030 2.9674
H -5.8628 1.7304 1.8332
H -4.7844 3.4309 0.1676
H -4.0877 4.8526 0.9606
H -2.6349 2.4986 1.8185
H -3.3284 1.9340 -0.9144
H -1.8989 -0.4433 -0.6612
H -0.2118 0.7286 0.3778
O 1.1295 -2.7101 -1.7062
S 1.3686 -1.3139 -1.7556
O 0.3474 -0.3801 -2.0939
O 2.6380 -1.0618 -2.7106
C 3.6544 -0.3572 -1.9868
C 3.4612 -0.7534 -0.5404
O 2.0427 -0.8332 -0.3647
H 3.4886 0.7138 -2.1266
H 4.6378 -0.6210 -2.3593
H 3.8945 -0.0294 0.1455
H 3.8806 -1.7417 -0.3379
O -5.5009 1.2763 -0.2331
S -6.8571 1.0950 -0.6221
O -7.9498 1.5121 0.1699
O -7.0542 -0.4590 -1.0013
C -7.5043 -0.5742 -2.3540
C -6.9376 0.6404 -3.0609
O -7.0385 1.6991 -2.1041
H -8.5967 -0.5594 -2.3525
H -7.1561 -1.5071 -2.7929
H -7.4849 0.8890 -3.9673
H -5.8805 0.5010 -3.3019
O 1.9384 -2.5916 0.6944
S 2.5048 -3.1296 1.8791
O 3.2697 -2.3442 2.7819
O 3.3590 -4.4427 1.4812
C 2.8610 -5.5765 2.1933
C 1.3936 -5.2780 2.4338
O 1.3461 -3.8796 2.7140
H 3.4081 -5.6553 3.1361
H 3.0091 -6.4849 1.6125
H 0.9838 -5.8496 3.2641
H 0.7983 -5.4639 1.5351
O -1.1474 -2.4512 0.6904
S -2.3180 -2.6867 1.4636
O -3.0399 -1.6486 2.0869
O -1.9693 -3.8282 2.5597
C -2.8467 -4.9428 2.3917
C -3.2090 -4.9444 0.9185
O -3.3444 -3.5668 0.5718
H -3.7282 -4.7808 3.0170
H -2.3523 -5.8642 2.6953
H -4.1331 -5.4822 0.7168
H -2.4023 -5.3686 0.3138
O 8.5951 1.5754 -1.5609
S 7.8596 0.3861 -1.7910
O 6.4778 0.2688 -1.4766
O 8.6556 -0.8373 -1.1095
C 8.9637 -1.8227 -2.1005
C 9.0799 -1.0523 -3.3997
O 8.0575 -0.0566 -3.3223
H 8.1382 -2.5379 -2.1373
H 9.8833 -2.3452 -1.8449
H 8.9356 -1.6844 -4.2732
H 10.0434 -0.5424 -3.4760
O -1.8344 4.9092 6.7603
S -2.5957 3.7425 6.4914
O -3.9666 3.6227 6.8376
O -1.7994 2.4738 7.0858
C -1.5248 1.5370 6.0362
C -1.4240 2.3729 4.7773
O -2.4336 3.3783 4.9278
H -2.3596 0.8345 5.9796
H -0.6067 0.9914 6.2440
H -1.5930 1.7877 3.8734
H -0.4548 2.8737 4.7097
O 7.4403 1.0806 -5.6630
S 6.3502 0.1918 -5.8375
O 6.4787 -1.2172 -5.7041
O 5.6624 0.5183 -7.2579
C 4.2854 0.8573 -7.0638
C 4.2210 1.4600 -5.6755
O 5.1357 0.6809 -4.8992
H 3.6961 -0.0607 -7.1254
H 3.9527 1.5524 -7.8320
H 3.2212 1.4177 -5.2485
H 4.5723 2.4949 -5.6750
```

Results
Electronic energy: -6832.08104 Ha

Formula: C19H40CrOP2
Source: the Open Molecules 2025 dataset
Level of theory: the ωB97M-V functional and the def2-TZVPD basis

```
63
Properties=species:S:1:pos:R:3
P 0.1434 -1.8667 -0.0137
P -0.0013 1.6541 0.7737
C -0.1673 -0.4487 -1.1431
C 0.3693 0.9541 -0.8239
H -1.2304 -0.4371 -1.4323
H 0.3823 -0.7762 -2.0186
H 1.4353 1.0130 -1.0906
H -0.1857 1.6802 -1.4122
C -1.7216 2.1626 0.7595
H -1.8940 2.6170 1.7426
H -2.3734 1.2843 0.6702
H -1.9303 2.8786 -0.0492
C 1.1412 2.9373 1.2220
H 1.0683 3.8058 0.5462
H 2.1637 2.5367 1.2373
H 0.8560 3.2146 2.2518
C -1.0808 -3.2018 -0.2186
H -0.9741 -3.8725 0.6549
H -0.9193 -3.7887 -1.1444
H -2.0987 -2.7777 -0.2214
C 1.8426 -2.4613 -0.3361
H 2.5546 -1.6225 -0.2837
H 1.9577 -2.9762 -1.3023
H 2.0753 -3.1635 0.4816
Cr -0.0410 -0.3901 1.7408
C 0.5453 1.4426 -3.6625
C -0.8008 1.4939 -3.5432
C -1.7166 0.8883 -4.5533
C -1.3591 -0.5757 -4.9726
C -0.6370 -1.4147 -3.9535
C 0.7098 -1.5003 -3.9029
C 1.6243 -0.6672 -4.7509
C 1.2217 0.8364 -4.8613
C 0.5649 -2.1388 2.7482
H 1.2295 1.9898 -2.9903
H -1.3307 2.1292 -2.8270
H -1.7446 1.4769 -5.4888
H -2.7360 0.9091 -4.1361
H -2.3125 -1.0662 -5.2095
H -0.7974 -0.5360 -5.9168
H -1.2761 -2.0371 -3.3026
H 1.2187 -2.2653 -3.3034
H 1.6937 -1.0365 -5.7908
H 2.6384 -0.7393 -4.3218
H 2.1524 1.3956 -5.0372
H 0.6127 0.9759 -5.7677
H 1.1974 -1.7307 3.5541
H 1.0698 -3.0336 2.3535
H -0.3905 -2.4439 3.2030
C -0.9435 1.8063 5.5325
C -0.2507 0.5762 4.9278
C 1.2230 0.6860 5.3354
C -0.8333 -0.6404 5.6279
O -0.4392 0.5926 3.5433
H -0.8434 1.8112 6.6282
H -2.0070 1.7749 5.2753
H -0.5127 2.7350 5.1291
H 1.3152 0.6720 6.4309
H 1.8339 -0.1341 4.9577
H 1.6717 1.6309 4.9982
H -1.8959 -0.7259 5.4073
H -0.3354 -1.5674 5.3397
H -0.7317 -0.5247 6.7093
```

Results
2S+1: 5
ΔE to the lowest compared entry with this formula, charge and spin: 1.209 eV

Formula: C19H40F2N2O2
Source: the Open Molecules 2025 dataset
Level of theory: the ωB97M-V functional and the def2-TZVPD basis

```
65
Properties=species:S:1:pos:R:3
C 1.8625 3.4436 2.4785
C 1.4434 2.9356 1.0189
C 0.4253 3.9658 0.2422
F 0.6839 5.3457 0.5635
C -1.1193 3.5788 0.4955
C -1.5719 3.2910 2.0319
C -3.1653 3.2265 1.6994
F -4.0620 3.0019 2.7830
C -3.2180 4.6695 0.9596
O -3.9280 5.6553 1.1814
O -2.1542 4.4939 -0.0038
H 0.9664 3.8505 3.0626
H 2.6792 4.2480 2.4478
H 2.3158 2.5510 3.0556
H 2.3827 2.8984 0.3714
H 0.8860 1.9230 1.0219
H 0.6321 3.7820 -0.8801
H -1.2032 2.5239 0.0218
H -1.5315 4.2968 2.6022
H -1.1009 2.4037 2.5632
H -3.2016 2.4108 0.8807
C 3.2076 -0.5071 -3.3960
C 1.8702 -0.6935 -2.6896
N 0.9415 0.4164 -2.8801
C -0.2161 0.3562 -1.9914
C -1.1772 -0.8167 -2.1677
C 0.6462 0.7801 -4.2628
C 0.0511 -0.2972 -5.1686
H 3.6889 0.4259 -3.0917
H 3.8793 -1.3307 -3.1392
H 3.0994 -0.5054 -4.4838
H 2.0864 -0.7897 -1.6197
H 1.4329 -1.6494 -3.0079
H -0.7792 1.2938 -2.0684
H 0.1525 0.3407 -0.9576
H -1.8081 -0.6951 -3.0480
H -1.8490 -0.8687 -1.3038
H -0.6607 -1.7765 -2.2336
H 1.5702 1.1414 -4.7267
H -0.0150 1.6539 -4.2741
H 0.5479 -1.2634 -5.0552
H 0.1615 0.0021 -6.2153
H -1.0157 -0.4319 -4.9897
C -1.6098 -1.1975 2.6494
C -0.5925 -1.8608 1.7281
N 0.3687 -2.7103 2.4216
C 1.4900 -3.1181 1.5769
C 1.1852 -4.0088 0.3739
C -0.1917 -3.7627 3.2636
C -1.1102 -4.7886 2.6007
H -1.1147 -0.6193 3.4341
H -2.2392 -0.5125 2.0736
H -2.2734 -1.9275 3.1199
H -0.0483 -1.0537 1.2242
H -1.1309 -2.4121 0.9454
H 2.2483 -3.6091 2.1970
H 1.9797 -2.2087 1.2078
H 0.9856 -5.0378 0.6727
H 2.0569 -4.0371 -0.2886
H 0.3426 -3.6429 -0.2169
H -0.7460 -3.2889 4.0809
H 0.6224 -4.2940 3.7689
H -1.8290 -4.3302 1.9177
H -1.6848 -5.3161 3.3683
H -0.5451 -5.5440 2.0547
```

Results
Electronic energy: -1207.54766 Ha

Formula: C19H40NO9S4
Source: the Open Molecules 2025 dataset
Level of theory: the ωB97M-V functional and the def2-TZVPD basis

```
73
Properties=species:S:1:pos:R:3
C 0.0215 -0.4852 -0.3320
C 0.3745 1.0078 -0.1860
O 1.6035 1.2598 0.0300
N -0.7195 2.0488 -0.2590
H -1.5985 1.6478 -0.2060
H -0.6275 2.8178 0.4950
C -0.7005 2.8468 -1.5100
H -0.2145 -0.6632 -1.4560
H -0.9305 -0.8962 0.2300
H 1.0325 -1.0912 -0.2330
H 0.1765 3.4408 -1.6890
H -1.4035 3.6108 -1.3560
H -0.9155 2.3438 -2.4610
C 4.5555 -1.2622 3.8130
C 4.4215 0.2558 3.2960
C 3.3255 0.3908 2.4450
S 2.0825 -0.3862 3.4750
O 1.0235 -0.8682 2.6550
O 1.8075 0.6488 4.4620
C 3.1915 -1.6572 4.0960
H 5.2985 -1.1242 4.4160
H 5.0945 -1.8872 2.9480
H 5.1725 0.7378 2.7990
H 4.4035 0.9828 4.1030
H 3.4735 -0.0182 1.5340
H 2.8985 1.5638 2.2150
H 2.9215 -2.4752 3.3700
H 2.8485 -1.9082 5.1390
C 4.5155 0.7848 -4.4430
C 4.8985 1.1508 -2.9940
C 3.7205 1.3518 -2.1870
S 2.6885 0.0368 -2.8900
O 1.3775 0.5668 -3.1350
O 2.8645 -1.0962 -1.9880
C 3.5465 -0.4592 -4.3560
H 5.6565 0.7128 -4.7800
H 3.9195 1.5738 -5.0280
H 5.4645 2.0948 -3.1050
H 5.8105 0.5708 -2.6360
H 3.1625 2.2398 -2.4000
H 4.0505 1.1448 -1.1210
H 2.6915 -0.3102 -4.9690
H 3.9455 -1.4452 -4.3390
C -4.6505 -1.0652 3.0360
C -3.4795 -1.5002 3.8530
C -2.3675 -0.9682 3.0780
S -2.8455 0.7168 2.8650
O -2.1835 1.2228 1.6730
O -2.9315 1.4598 4.1030
C -4.5415 0.4308 2.6640
H -5.5455 -1.0232 3.6910
H -4.8085 -1.5202 1.9390
H -3.4575 -2.5702 3.8120
H -3.4045 -1.0902 4.9350
H -1.9755 -1.4712 2.1650
H -1.5295 -0.7742 3.8410
H -4.6565 0.5438 1.5650
H -5.4395 1.1708 3.0630
C -3.2915 -2.0962 -2.6270
C -2.9495 -1.0282 -3.5780
C -3.8555 0.0508 -3.4070
S -3.9325 0.1988 -1.6840
O -5.1085 0.7428 -1.1350
O -2.6835 0.6878 -1.1450
C -3.8425 -1.5472 -1.2980
H -2.5995 -2.9092 -2.6750
H -4.3235 -2.6222 -3.0130
H -2.9675 -1.4852 -4.5690
H -1.9295 -0.9112 -3.2640
H -4.6635 0.2298 -3.9510
H -3.2735 0.9648 -3.7930
H -4.7145 -1.9722 -0.9690
H -2.9815 -1.6612 -0.6390
```

Results
ΔE to the lowest compared entry with this formula, charge and spin: 0.000 eV
Total charge: +1

Formula: C19H41AlBBrCaCl3F5KO4PS2
Source: the Open Molecules 2025 dataset
Level of theory: the ωB97M-V functional and the def2-TZVPD basis

```
80
Properties=species:S:1:pos:R:3
C 1.1813 -2.5491 0.7870
C 0.2534 -2.0647 -0.4347
C -0.0151 -3.0323 -1.7483
C -0.4100 -0.7778 -0.4978
C 0.0702 0.2181 -1.6149
C -1.0983 0.4726 -2.7105
C -0.6221 1.3004 -3.9825
C -0.8162 0.3182 -5.2465
C 0.9005 1.8253 -3.8701
C 1.2380 2.8439 -5.0410
S 3.0247 2.9308 -5.5383
S 3.1981 1.7323 -7.2772
C 4.1156 2.1108 -4.2758
C 3.9827 2.6429 -2.8028
C 5.1747 1.9382 -1.9778
Cl 4.1269 4.4954 -2.6683
H 0.6465 -2.3939 1.7797
H 1.3638 -3.6892 0.6971
H 2.2040 -2.0502 0.8108
H -0.1003 -4.1308 -1.4024
H -1.0293 -2.7143 -2.1674
H 0.7758 -2.8504 -2.5883
H -1.2547 -0.4959 0.2084
H 0.3613 1.2260 -1.1809
H 0.9867 -0.2497 -2.1119
H -1.4482 -0.5757 -2.9991
H -1.9886 0.9354 -2.1731
H -1.3521 2.1517 -4.1266
H -0.1142 -0.5597 -5.1305
H -1.8794 -0.0636 -5.2453
H -0.6229 0.8576 -6.2175
H 1.5556 0.9095 -3.8299
H 0.9307 2.4308 -2.9022
H 0.9279 3.8989 -4.7544
H 0.6624 2.5184 -5.9598
H 4.5464 1.3754 -7.2205
H 3.9999 0.9824 -4.3224
H 5.1887 2.3265 -4.5917
H 3.0375 2.3367 -2.2655
H 6.1283 2.1917 -2.5315
H 5.0301 0.8151 -2.0977
H 5.1965 2.2529 -0.9046
Br 5.3401 4.6919 -0.2024
K 2.2498 -3.5707 -1.7720
O -4.8995 -1.8167 3.4375
P -3.9636 -1.3577 4.5541
O -2.6202 -2.2216 4.0964
C -1.8945 -1.7826 2.9701
C -1.0799 -0.5365 3.2807
O -4.5182 -2.3668 5.7393
C -5.8214 -2.9439 5.6662
C -5.7667 -4.3188 5.0280
O -3.0194 -0.6290 5.7822
C -3.3428 0.7356 6.0779
C -4.7758 0.8951 6.5495
H -2.5737 -1.6044 2.1261
H -1.2195 -2.5965 2.6871
H -1.7339 0.3258 3.4376
H -0.3989 -0.2968 2.4560
H -0.4952 -0.6701 4.1928
H -6.5121 -2.2826 5.1389
H -6.1941 -3.0347 6.6891
H -5.2354 -4.3085 4.0744
H -6.7725 -4.7105 4.8638
H -5.2266 -5.0147 5.6754
H -3.1613 1.3507 5.1897
H -2.6567 1.0697 6.8590
H -5.4854 0.6401 5.7541
H -4.9685 1.9254 6.8550
H -4.9801 0.2307 7.3909
Cl 3.0641 -0.6514 -3.0987
Ca 3.7071 6.8122 -2.6074
F -2.8610 -1.5363 -3.6224
Cl 5.6239 4.2132 -5.4923
Al 2.8366 6.1097 0.3861
B 4.2656 -0.5161 2.3986
F 4.0874 0.2392 1.1916
F 5.3391 0.0240 3.1449
F 3.0634 -0.4609 3.1676
F 4.5433 -1.8763 2.0610
```

Results
Electronic energy: -8185.10669 Ha
Total charge: +2

Formula: C19H41Cl24NO3S
Source: the Open Molecules 2025 dataset
Level of theory: the ωB97M-V functional and the def2-TZVPD basis

```
89
Properties=species:S:1:pos:R:3
C -3.1731 0.2991 -2.5691
C -3.9296 0.8623 -1.3864
C -3.8656 -0.0754 -0.1863
C -2.7521 0.2830 0.8086
C -2.3910 -0.9577 1.6056
O -1.6539 0.7759 0.0091
S -0.5000 1.5539 0.7990
O -0.9520 1.9168 2.0975
O 0.5262 0.2875 1.0422
C 1.6296 0.6481 1.8922
C 1.5628 -0.1707 3.1563
N 0.7634 0.5029 4.1873
H -2.1326 0.1678 -2.3235
H -3.1926 1.0051 -3.3849
H -3.5744 -0.6476 -2.8847
H -4.9500 0.9843 -1.7057
H -3.5835 1.8461 -1.1280
H -3.7849 -1.0953 -0.5254
H -4.7889 0.0696 0.3535
H -3.1910 1.0246 1.4515
H -2.9484 -1.8054 1.2545
H -1.3488 -1.2251 1.5292
H -2.6601 -0.8533 2.6389
H 2.5605 0.4060 1.4042
H 1.6571 1.7028 2.1236
H 1.0655 -1.0844 2.8549
H 2.5469 -0.4277 3.5084
H 0.7858 -0.0687 5.0244
H -0.2035 0.4375 3.8883
C 1.9117 3.0532 -2.6240
Cl 0.9791 2.5072 -1.2069
Cl 3.2592 1.9793 -3.0516
H 1.2466 3.1036 -3.4770
H 2.3116 4.0358 -2.4043
C 2.2636 -3.0850 -0.7743
Cl 3.3373 -3.1966 0.6303
Cl 1.7368 -4.6837 -1.3195
H 1.3920 -2.5035 -0.4968
H 2.7981 -2.6005 -1.5854
C -5.6988 -2.8874 2.9959
Cl -6.2154 -1.1997 2.8899
Cl -4.0874 -3.0385 3.7059
H -6.4025 -3.4277 3.6159
H -5.6772 -3.3061 1.9973
C -6.2040 4.1476 -1.0453
Cl -5.1654 3.2531 0.0726
Cl -6.1618 3.4730 -2.6762
H -7.2233 4.1000 -0.6806
H -5.8652 5.1749 -1.0853
C 4.1304 -6.8364 1.2671
Cl 3.3057 -7.5563 2.6533
Cl 5.4953 -7.8291 0.7294
H 3.4251 -6.7425 0.4511
H 4.5031 -5.8613 1.5509
C 6.4023 3.7534 -2.4223
Cl 6.7424 4.6936 -0.9606
Cl 6.6553 4.7073 -3.8903
H 7.0624 2.9011 -2.4457
H 5.3707 3.4289 -2.3904
C -9.4477 1.0297 -1.6808
Cl -9.8952 2.7427 -1.7105
Cl -7.7948 0.7960 -1.0995
H -10.1262 0.5051 -1.0215
H -9.5230 0.6346 -2.6856
C 5.8924 -11.1826 -0.8437
Cl 6.9291 -12.2457 0.1149
Cl 5.8911 -11.6348 -2.5534
H 4.8805 -11.2505 -0.4652
H 6.2573 -10.1686 -0.7543
C 8.3579 7.1115 1.2270
Cl 8.7659 6.9365 2.9368
Cl 7.1969 8.4184 0.9529
H 9.2613 7.3323 0.6731
H 7.9185 6.1837 0.8854
C -10.3461 -2.6264 -3.1473
Cl -9.9128 -2.4486 -1.4424
Cl -11.5550 -1.4362 -3.6465
H -9.4549 -2.4873 -3.7463
H -10.7516 -3.6183 -3.2999
C 4.7571 7.0993 3.4653
Cl 3.0068 7.3381 3.5464
Cl 5.1771 5.4146 3.1314
H 5.1566 7.7171 2.6726
H 5.1907 7.3799 4.4168
C 6.2961 -0.7659 -1.9849
Cl 4.6175 -1.2414 -1.6921
Cl 6.7323 0.7129 -1.1163
H 6.9404 -1.5663 -1.6442
H 6.4320 -0.5999 -3.0461
```

Results
Electronic energy: -12471.71300 Ha